160
Properties=species:S:1:pos:R:3:forces:R:3 method="wB97M-V/def2-TZVPD" largest_force_ev_per_a=8.139 e_homo_ev=-9.0 total_energy_ha=-2987.41074 e_above_lowest_kj_mol=807.85 smiles="COC[C@H](C)N.COC[C@H](C)N.COC[C@H](C)N.COC[C@H](C)N.COC[C@H](C)N.COC[C@H](C)N.COC[C@H](C)N.COC[C@H](C)N.NC(N)=O.NC(N)=O.NC(N)=O" charge=0 lumo_ev=0.24
C 4.17015 -7.59198 8.33655 -0.515 0.509 -0.419
O 3.89992 -6.60779 7.35665 0.684 -0.839 -0.189
C 3.78104 -5.30059 7.82573 -1.551 -0.815 1.063
C 2.24419 -5.01946 8.17229 0.632 -0.157 -2.565
C 1.47320 -5.18745 6.87848 -0.510 -0.035 -0.569
N 2.09612 -3.65851 8.59968 0.276 0.094 0.854
H 3.30896 -7.68423 8.99831 -0.044 -0.209 0.264
H 5.04068 -7.28620 8.91689 0.212 -0.342 0.081
H 4.30663 -8.52001 7.78134 0.219 -0.012 0.317
H 4.31674 -5.09731 8.75299 0.526 -0.315 0.260
H 4.28768 -4.73405 7.04441 -0.867 0.866 -0.041
H 1.80668 -5.60778 8.97886 0.560 -0.589 -0.066
H 1.39720 -6.18462 6.44494 0.276 -0.144 0.375
H 1.98363 -4.58193 6.12953 -0.025 0.133 -0.186
H 0.45680 -4.80089 6.95340 -0.028 0.051 0.217
H 2.56773 -3.07961 7.91957 0.079 0.437 -0.099
H 2.71761 -3.73996 9.39166 0.076 1.384 0.693
C -8.80379 -2.73608 -10.28587 0.851 0.223 0.437
O -7.43220 -2.70387 -9.87917 -0.242 1.235 -1.583
C -7.19700 -2.76152 -8.51368 -0.393 -0.947 -0.611
C -5.76829 -3.11609 -8.27151 -0.196 -1.336 2.237
C -5.69678 -3.47371 -6.78394 -0.397 -0.039 -0.273
N -4.84905 -2.05687 -8.57834 0.262 -0.113 -1.283
H -8.81071 -2.47082 -11.34307 -0.099 -0.523 0.017
H -9.43342 -1.99993 -9.78613 0.134 0.215 0.314
H -9.18675 -3.72481 -10.03315 -0.307 -0.141 -0.439
H -7.30378 -1.81723 -7.97981 -0.884 0.294 0.016
H -7.86937 -3.56156 -8.20390 -0.065 0.084 1.085
H -5.47195 -4.00961 -8.82098 -0.078 0.106 -0.358
H -5.96703 -2.57007 -6.23760 0.828 0.174 0.427
H -4.73536 -3.94337 -6.57613 -0.033 0.491 0.490
H -6.50192 -4.14103 -6.47646 0.119 -0.447 -0.291
H -5.11766 -1.16410 -8.18988 -0.255 0.061 0.526
H -5.09300 -1.96305 -9.55394 0.774 0.673 -0.701
C 2.98406 10.84153 0.59657 0.681 0.559 -1.718
O 3.17879 12.13174 1.11666 -0.512 0.607 -0.129
C 2.61035 12.25257 2.42020 0.483 -0.323 0.076
C 2.07428 13.66061 2.76139 -1.435 -0.714 0.496
C 1.48934 13.74253 4.19625 0.239 -0.743 0.032
N 1.01131 14.09663 1.85761 1.060 0.624 -0.584
H 3.53843 10.03078 1.06928 -0.466 -0.030 0.852
H 3.46284 10.86085 -0.38246 -0.041 0.143 -0.252
H 1.92788 10.67530 0.38460 -0.129 -0.500 0.496
H 1.82724 11.49622 2.47274 -0.251 0.024 0.508
H 3.47829 11.98432 3.02253 -0.395 -0.048 1.030
H 2.96826 14.28347 2.73045 -0.311 0.619 -0.321
H 0.98276 14.66037 4.49466 1.141 0.812 -0.361
H 2.28666 13.41464 4.86321 -0.230 0.384 0.486
H 0.61216 13.13417 4.41660 0.188 -1.118 -0.645
H 0.09704 13.69239 2.00180 0.246 -0.307 0.251
H 1.31594 13.94091 0.90732 -0.267 0.010 -0.218
C -1.92190 -1.23244 0.38090 0.996 -0.475 -1.930
O -1.07022 -0.09151 0.09357 -0.947 0.306 0.892
C -1.76854 1.11590 -0.31110 -0.199 -0.662 2.171
C -0.79293 2.29955 -0.23468 0.095 0.743 -1.664
C -1.45879 3.66233 -0.33995 -0.886 -0.769 0.800
N 0.09061 2.27315 -1.42367 0.596 -0.855 0.892
H -2.17415 -1.60604 -0.61151 -0.482 -0.285 -0.129
H -2.85479 -1.21510 0.94440 0.144 1.211 0.349
H -1.31501 -2.03455 0.80091 0.298 0.402 0.243
H -2.32113 0.92938 -1.23194 0.471 0.374 -0.634
H -2.55930 1.29911 0.41639 -0.208 0.009 0.358
H -0.21929 2.32074 0.69191 0.135 -0.739 -0.090
H -1.81154 3.67853 -1.37116 -0.388 0.861 0.163
H -0.82495 4.50070 -0.05102 0.325 -0.226 -0.557
H -2.26473 3.68787 0.39348 -0.496 0.168 -0.300
H -0.49678 2.39935 -2.23555 -0.171 0.214 -0.201
H 0.34349 1.29665 -1.47465 0.735 -0.264 -0.362
C 4.66303 -0.74644 3.36965 -1.149 1.508 0.734
O 4.28820 -0.04466 4.57802 -0.621 -1.187 0.446
C 4.62013 1.32493 4.71233 0.634 -0.788 0.804
C 6.14609 1.41580 4.90218 1.083 -0.945 0.206
C 6.70639 0.82190 6.24599 -1.644 0.201 -0.710
N 6.65130 2.71776 4.69535 0.404 2.680 -0.144
H 4.37768 -0.02314 2.60578 1.013 -0.176 -0.797
H 3.97511 -1.57220 3.18801 0.033 -0.148 0.589
H 5.68579 -1.11775 3.43421 0.042 0.287 -0.470
H 4.14195 1.93763 3.94810 0.685 0.071 -0.622
H 4.13831 1.66836 5.62775 -0.128 -0.210 0.272
H 6.58857 0.82722 4.09851 -0.094 -0.222 -0.124
H 7.79611 0.83206 6.26839 -0.110 -0.219 -0.180
H 6.26102 -0.16123 6.39828 0.411 -0.224 0.113
H 6.34295 1.44867 7.06035 0.036 0.127 0.155
H 6.53309 3.32583 5.49309 -0.896 0.087 0.347
H 7.65405 2.81987 4.63094 0.287 -0.855 -0.620
C -5.18601 5.14799 5.69758 0.797 0.277 -1.011
O -5.33934 3.80432 5.47915 -1.015 -3.169 1.346
C -5.65958 3.01825 6.67031 0.281 -0.864 -0.887
C -4.61063 3.10290 7.78974 0.247 0.746 -1.350
C -3.23674 2.71643 7.31434 0.587 1.047 -1.465
N -4.87461 2.24361 8.89670 -1.360 0.276 1.300
H -5.14001 5.50031 4.66712 -0.282 0.846 0.168
H -4.17630 5.28326 6.08523 -0.104 0.804 0.675
H -6.01219 5.57426 6.26666 0.190 0.346 0.154
H -6.68799 3.16057 7.00228 0.007 0.938 0.379
H -5.73783 1.97461 6.36568 0.446 -0.147 -0.558
H -4.64905 4.16880 8.01439 0.249 -0.026 1.012
H -2.45673 2.76272 8.07431 -0.344 -0.399 0.375
H -2.86059 3.42175 6.57330 -0.050 -0.144 -0.505
H -3.33833 1.73429 6.85261 0.477 -0.127 0.037
H -4.29173 2.59704 9.64197 -0.115 -0.285 0.407
H -4.54828 1.30870 8.69781 -0.007 -0.122 -0.083
C -8.36811 -7.60251 2.11562 -0.914 1.065 0.820
O -7.71477 -6.90364 1.08920 0.970 -0.919 -1.962
C -7.39439 -7.72821 -0.09522 -0.312 -0.190 2.040
C -6.49828 -8.87413 0.29735 1.322 -1.995 -0.127
C -5.20982 -8.48399 0.98268 -0.321 1.304 1.261
N -6.08941 -9.58997 -0.90820 -0.398 0.014 -1.168
H -7.94544 -8.51177 2.54305 0.493 -0.083 -0.526
H -9.42185 -7.77260 1.89470 -0.138 -0.368 -0.409
H -8.40722 -6.87089 2.92266 0.115 -0.065 0.223
H -8.30926 -8.10869 -0.54946 -0.151 0.053 -0.047
H -6.81364 -7.19345 -0.84680 -0.284 0.825 0.312
H -6.94192 -9.70429 0.84699 -0.721 0.605 0.615
H -4.46183 -9.27309 1.05965 -0.178 -0.162 -0.378
H -5.38386 -8.17707 2.01399 -0.056 0.195 0.138
H -4.80516 -7.60895 0.47408 0.339 -0.043 -0.080
H -5.14443 -9.91737 -0.76708 0.001 -0.148 -0.277
H -6.06179 -8.92636 -1.66910 0.236 -0.087 -0.435
C 2.30548 -7.06013 -4.18850 -1.272 0.928 -2.015
O 2.79690 -6.77722 -5.55523 1.292 -1.113 1.441
C 4.04323 -7.48066 -5.80418 -1.015 -0.694 -0.981
C 4.64261 -7.22336 -7.26143 1.581 1.026 2.454
C 5.74868 -8.27530 -7.55035 -1.189 -0.245 -0.291
N 5.37091 -5.92875 -7.22411 -0.458 -0.089 -0.343
H 2.00642 -8.08800 -3.98317 0.629 -0.414 -0.408
H 1.34906 -6.54939 -4.30031 -0.042 0.244 0.795
H 2.87337 -6.66439 -3.34648 0.412 0.165 -0.379
H 4.73151 -7.28892 -4.98102 0.558 0.639 -0.274
H 3.85867 -8.54702 -5.67410 -0.331 -0.414 -0.263
H 3.86167 -7.09963 -8.01172 -0.015 -0.589 0.062
H 6.31517 -8.05560 -8.45530 -0.269 0.188 -0.045
H 5.27723 -9.25167 -7.66234 0.152 -0.178 -0.049
H 6.48439 -8.35648 -6.75019 -0.180 0.214 0.269
H 4.72575 -5.20551 -6.93986 -0.148 0.299 -0.055
H 6.03693 -5.98928 -6.46725 0.288 0.053 0.072
N 0.92402 -1.83497 -6.95383 -2.323 -2.503 0.576
C 1.80641 -0.88341 -6.98760 5.570 -3.651 -0.808
N 1.28511 0.26574 -7.06362 -2.622 5.593 -0.375
O 3.00233 -1.14025 -7.08551 0.734 0.283 0.610
H -0.01574 -1.49618 -7.10275 -0.185 -1.683 0.236
H 1.29904 -2.77276 -6.95617 -0.797 0.066 -0.118
H 1.86064 0.99217 -7.46504 -0.337 0.020 0.042
H 0.34908 0.09842 -7.40416 -0.049 1.852 -0.158
N 2.43935 8.79173 -7.64967 1.153 3.243 -3.810
C 2.48781 7.70962 -6.95081 1.820 -4.475 -1.337
N 1.76156 7.79000 -5.90526 -3.064 0.457 4.723
O 3.08229 6.67658 -7.29506 0.185 0.736 0.094
H 2.95517 8.68033 -8.51084 -0.263 0.665 -0.062
H 1.86970 9.60700 -7.47383 0.323 -0.347 -0.127
H 1.65823 7.04072 -5.23593 0.018 0.290 -0.330
H 1.23972 8.65214 -5.83802 -0.168 -0.582 0.876
N 6.43057 5.20086 -3.35981 -0.324 1.707 -7.952
C 6.63159 4.97395 -2.14874 3.210 0.561 3.824
N 5.67893 4.33038 -1.58911 -4.216 -2.714 3.367
O 7.63522 5.31210 -1.55032 1.385 0.463 0.732
H 7.24655 5.45783 -3.89670 -0.401 0.120 -0.133
H 5.60223 4.88363 -3.84282 0.428 0.110 -0.081
H 5.69106 4.31794 -0.57925 -0.225 -0.192 -0.249
H 4.81596 4.15372 -2.08324 0.123 -0.063 0.478